[1]
{"formula": "C43H40AlN3O4S3", "method": "wB97M-V/def2-TZVPD", "symbols": ["Al", "S", "C", "N", "C", "C", "N", "C", "C", "C", "C", "C", "C", "C", "C", "S", "C", "C", "C", "C", "C", "C", "C", "H", "H", "H", "H", "H", "H", "H", "H", "H", "H", "H", "H", "H", "H", "H", "H", "H", "H", "C", "C", "C", "C", "C", "C", "C", "S", "O", "O", "N", "C", "C", "C", "O", "O", "H", "H", "H", "H", "H", "H", "H", "H", "H", "H", "H", "H", "C", "C", "C", "C", "C", "C", "C", "C", "C", "C", "C", "C", "C", "C", "C", "H", "H", "H", "H", "H", "H", "H", "H", "H", "H"], "coordinates": [[1.732, -1.621, -0.086], [2.328, 0.016, 1.455], [0.859, 0.196, 2.336], [0.781, 1.283, 3.170], [-0.285, 1.285, 4.162], [-1.571, 0.910, 3.482], [-1.421, -0.426, 2.903], [-2.462, -1.406, 3.270], [-2.178, -2.144, 4.572], [-1.698, -3.452, 4.593], [-1.393, -4.074, 5.800], [-1.569, -3.401, 7.003], [-2.068, -2.102, 6.996], [-2.373, -1.484, 5.789], [-0.237, -0.741, 2.269], [-0.128, -2.160, 1.297], [1.554, 2.526, 2.953], [0.692, 3.742, 2.720], [0.548, 4.723, 3.696], [-0.249, 5.842, 3.467], [-0.901, 5.989, 2.248], [-0.754, 5.013, 1.266], [0.029, 3.892, 1.505], [-0.354, 2.269, 4.615], [-0.073, 0.550, 4.942], [-1.805, 1.647, 2.712], [-2.388, 0.895, 4.199], [-2.621, -2.092, 2.446], [-3.373, -0.827, 3.395], [-1.559, -3.981, 3.658], [-1.011, -5.091, 5.799], [-1.330, -3.888, 7.943], [-2.229, -1.574, 7.932], [-2.776, -0.473, 5.793], [2.181, 2.361, 2.089], [2.216, 2.707, 3.802], [1.077, 4.619, 4.641], [-0.351, 6.601, 4.235], [-1.514, 6.865, 2.060], [-1.240, 5.135, 0.305], [0.144, 3.129, 0.733], [1.178, -2.285, -7.581], [1.891, -2.259, -6.249], [1.589, -1.295, -5.292], [2.236, -1.271, -4.066], [3.194, -2.236, -3.803], [3.556, -3.188, -4.761], [2.891, -3.195, -5.970], [4.110, -2.160, -2.319], [5.381, -1.536, -2.538], [3.366, -1.526, -1.206], [4.419, -3.744, -2.035], [3.492, -4.923, -2.042], [2.828, -5.219, -0.676], [2.219, -3.913, -0.266], [1.367, -3.363, -1.047], [2.693, -3.227, 0.683], [0.343, -1.582, -7.597], [0.792, -3.283, -7.798], [1.864, -2.016, -8.390], [0.831, -0.544, -5.499], [1.988, -0.518, -3.327], [4.359, -3.894, -4.566], [3.155, -3.937, -6.718], [5.189, -3.794, -1.366], [4.086, -5.769, -2.372], [2.717, -4.751, -2.775], [3.565, -5.522, 0.060], [2.063, -5.989, -0.776], [0.602, -0.363, -1.137], [-0.182, 0.546, -1.387], [-1.180, 1.481, -1.728], [-2.600, 1.117, -1.441], [-3.005, -0.229, -1.406], [-4.310, -0.580, -1.085], [-5.252, 0.398, -0.779], [-4.871, 1.733, -0.794], [-3.566, 2.087, -1.121], [-0.783, 2.775, -2.295], [0.532, 3.236, -2.117], [0.939, 4.460, -2.627], [0.049, 5.256, -3.342], [-1.248, 4.802, -3.558], [-1.661, 3.578, -3.046], [-2.272, -0.997, -1.620], [-4.592, -1.629, -1.067], [-6.271, 0.122, -0.526], [-5.590, 2.506, -0.540], [-3.281, 3.130, -1.104], [1.229, 2.614, -1.562], [1.958, 4.798, -2.465], [0.366, 6.216, -3.735], [-1.942, 5.401, -4.139], [-2.663, 3.221, -3.251]], "forces_ev_per_angstrom": [[-0.75, -0.23, -0.07], [0.34, -0.27, -0.03], [-0.37, -0.03, 0.04], [-0.10, 0.23, -0.14], [0.32, 0.07, -0.07], [0.05, -0.30, -0.11], [0.05, -0.06, 0.15], [0.37, 0.12, 0.01], [0.11, 0.14, 0.00], [0.00, 0.13, 0.03], [-0.02, 0.03, 0.00], [-0.03, 0.02, -0.05], [-0.02, 0.00, -0.07], [0.02, -0.02, 0.03], [0.02, 0.39, -0.05], [-0.36, 0.10, 0.67], [-0.19, -0.32, 0.28], [-0.14, -0.10, 0.09], [0.00, 0.07, 0.04], [0.04, -0.07, -0.06], [0.03, -0.02, 0.03], [0.00, -0.01, 0.00], [-0.06, -0.03, -0.20], [0.03, 0.12, 0.00], [0.10, -0.01, 0.09], [-0.05, 0.01, -0.15], [-0.03, 0.00, -0.02], [0.11, -0.15, -0.11], [-0.15, 0.01, -0.10], [0.05, 0.03, -0.01], [-0.05, 0.11, -0.01], [-0.02, 0.05, -0.11], [0.03, -0.06, -0.12], [0.05, -0.19, 0.04], [0.13, -0.06, -0.13], [0.00, -0.08, 0.12], [-0.08, 0.01, -0.11], [0.01, -0.05, -0.04], [0.08, -0.12, 0.02], [0.00, -0.04, 0.00], [-0.04, 0.14, 0.14], [0.07, 0.03, 0.09], [-0.08, 0.07, -0.12], [-0.13, 0.08, -0.13], [-0.01, -0.05, 0.15], [-0.13, 0.05, -0.07], [0.09, 0.09, 0.09], [-0.04, -0.04, -0.10], [0.27, 0.01, 0.81], [-0.16, -0.17, 0.08], [0.08, 0.00, -1.06], [-0.15, -0.48, 0.35], [0.19, 0.47, 0.45], [0.20, 0.32, -0.16], [-0.04, 0.57, -0.25], [0.47, -0.05, 0.59], [-0.17, -0.22, -0.42], [0.08, -0.06, 0.02], [0.03, 0.07, 0.03], [-0.06, -0.02, 0.09], [0.09, -0.13, 0.02], [-0.06, -0.08, 0.05], [-0.20, 0.13, 0.00], [-0.03, 0.07, 0.07], [-0.18, -0.08, -0.24], [0.10, -0.10, -0.02], [-0.10, 0.19, -0.16], [0.04, -0.07, 0.10], [0.05, -0.02, -0.14], [0.37, -0.08, 0.00], [-0.64, 0.21, -0.50], [-0.29, -0.21, 0.23], [0.36, 0.18, -0.03], [0.06, 0.04, 0.05], [0.09, 0.03, -0.01], [0.04, -0.05, -0.02], [0.13, 0.06, -0.03], [0.01, -0.09, 0.01], [-0.11, -0.18, 0.11], [0.10, 0.05, 0.01], [-0.01, -0.02, 0.01], [-0.03, -0.06, 0.03], [0.00, -0.12, 0.06], [0.08, 0.06, -0.04], [0.00, 0.01, 0.02], [0.05, 0.11, -0.01], [0.12, 0.01, -0.03], [0.11, -0.07, -0.04], [-0.01, 0.03, 0.05], [-0.07, 0.08, -0.06], [-0.11, -0.05, 0.00], [-0.02, -0.06, 0.02], [0.04, -0.06, 0.05], [0.06, 0.05, 0.00]], "homo_energy_ha": [-0.2298, -0.2254], "lumo_ha": [-0.00857, -0.01535]}


[2]
{"formula": "C4H8N2O", "method": "wB97M-V/def2-TZVPD", "symbols": ["C", "C", "C", "N", "C", "N", "H", "H", "H", "H", "H", "H", "O", "H", "H"], "coordinates": [[-1.982, 0.343, -0.922], [-1.259, 1.158, 0.073], [-1.114, 1.055, 1.431], [-0.233, 2.002, 1.899], [0.332, 2.510, 0.847], [-0.389, 2.181, -0.275], [-1.768, -0.724, -0.937], [-1.855, 0.703, -1.934], [-3.055, 0.284, -0.738], [-1.411, 0.119, 1.890], [1.243, 3.053, 0.670], [-0.031, 2.305, -1.208], [3.772, -5.095, 0.071], [3.417, -5.547, -0.697], [4.334, -4.348, -0.169]], "forces_ev_per_angstrom": [[-1.06, -0.53, -0.25], [0.79, 0.41, 0.46], [-0.56, -0.37, -1.30], [1.63, -1.24, 0.84], [-1.56, 0.46, -1.06], [0.64, -0.91, -0.46], [0.82, -0.06, 0.18], [0.09, 0.18, -0.22], [-0.18, 0.59, 0.06], [-0.38, 0.74, 0.99], [-0.06, 0.64, 0.80], [-0.17, 0.10, -0.04], [0.02, 0.02, 0.71], [0.27, 0.36, -0.29], [-0.29, -0.38, -0.42]], "homo_energy_ha": -0.3097, "lumo_ha": 0.02940, "smiles": "Cc1cnc[nH]1.O"}


[3]
{"formula": "C5H13N2O", "method": "wB97M-V/def2-TZVPD", "symbols": ["C", "C", "N", "C", "C", "O", "C", "N", "H", "H", "H", "H", "H", "H", "H", "H", "H", "H", "H", "H", "H"], "coordinates": [[-0.634, -1.866, -1.003], [-1.114, -0.474, -1.250], [-0.731, 0.466, -0.174], [-1.854, 1.211, 0.336], [0.369, 0.640, 0.541], [0.323, 1.349, 1.642], [1.604, -0.247, 0.193], [2.732, 0.481, 0.715], [-0.407, -2.565, -1.819], [0.200, -1.947, -0.256], [-1.510, -2.467, -0.509], [-2.222, -0.561, -1.083], [-1.012, -0.049, -2.296], [-1.567, 2.334, 0.483], [-1.837, 1.019, 1.521], [-2.778, 1.031, -0.318], [1.208, 1.663, 1.948], [1.671, -0.166, -1.014], [1.571, -1.333, 0.465], [2.960, 0.193, 1.570], [3.029, 1.287, 0.308]], "forces_ev_per_angstrom": [[-0.64, -3.29, 2.02], [-1.25, -0.02, -0.89], [0.63, 1.58, 1.39], [-0.75, 2.55, 2.83], [-0.52, -3.84, -1.38], [0.06, 0.60, -0.85], [0.65, 2.72, -3.00], [-2.38, -2.53, -2.07], [0.22, 0.95, -0.30], [-1.16, -0.04, -1.14], [1.58, 1.16, -0.57], [1.13, 0.38, -0.54], [0.45, -0.28, 1.35], [-0.73, -1.73, -1.16], [-1.29, -0.29, -2.64], [1.36, 0.52, 1.68], [-0.28, -0.75, -0.42], [-0.24, -0.61, 2.70], [0.06, 1.42, 0.20], [1.93, -0.75, 3.89], [1.16, 2.27, -1.10]], "homo_energy_ha": -0.5101, "lumo_ha": -0.13705, "charge": 1, "smiles": "CC/[N+](C)=C(/O)CN"}


[4]
{"formula": "C4H4N2OS", "method": "wB97M-V/def2-TZVPD", "symbols": ["O", "C", "N", "C", "S", "H", "C", "C", "N", "H", "H", "H"], "coordinates": [[-0.877, -2.238, -0.149], [-1.118, -1.165, -0.427], [-1.147, -0.102, -0.984], [-1.871, 1.034, -0.956], [-3.309, 1.239, -0.231], [-1.382, 1.835, -1.475], [1.435, -0.197, 2.042], [1.452, -0.308, 0.864], [1.795, -0.284, -0.440], [1.432, -0.153, 3.113], [2.611, 0.234, -0.427], [0.979, 0.106, -0.929]], "forces_ev_per_angstrom": [[0.00, -2.00, 1.21], [0.10, -0.28, -0.76], [0.35, 1.35, -0.59], [-1.23, 0.46, 0.67], [0.36, 0.00, -0.21], [0.13, 0.39, -0.31], [-0.33, -0.08, 2.48], [0.51, -0.08, -0.43], [-2.71, -1.14, -0.10], [-0.16, -0.06, -0.40], [1.89, 1.43, -1.09], [1.09, 0.01, -0.48]], "homo_energy_ha": -0.3373, "lumo_ha": -0.02780, "smiles": "O=C=NC=S.C#CN"}